C20H19Cl3N4O6Ru as an isolated structure, computed with ωB97M-V/def2-TZVPD.

XYZ file:
```
53
Properties=species:S:1:pos:R:3:nbo_charge:R:1
H 3.780 4.058 -1.131 0.22
Cl -0.153 -3.445 -3.473 0.07
C 2.066 1.653 -1.180 -0.17
C -1.452 1.242 2.166 0.06
C 0.064 -4.943 3.553 -0.32
C -0.172 -3.606 3.241 0.43
H -5.019 3.468 -0.984 0.25
C 2.294 2.227 -2.582 -0.41
C -0.318 -1.038 -2.391 0.73
H -1.349 1.345 3.239 0.23
O 0.325 -1.010 -1.303 -0.63
H 3.715 1.445 0.112 0.43
Ru -1.255 0.037 -0.397 1.20
C -0.088 -5.929 2.598 -0.15
H 0.192 -3.058 5.021 0.48
Cl -0.324 -1.048 -5.097 0.08
H 2.709 2.748 0.388 0.47
Cl 2.064 -1.575 -3.563 0.04
O -0.037 -2.643 4.182 -0.65
N -2.662 1.406 0.170 -0.39
H 1.745 3.162 -2.699 0.23
H 0.103 -6.960 2.865 0.22
C 4.094 3.021 -1.235 -0.22
C 0.299 -1.741 -3.609 -0.21
C -3.575 1.933 -0.645 0.08
H 2.109 0.564 -1.179 0.26
H 4.344 1.548 -2.794 0.22
C -0.725 -4.280 0.994 -0.12
O -1.457 -0.527 -2.455 -0.61
H 0.366 -5.202 4.562 0.21
C 3.800 2.480 -2.626 -0.42
H 1.950 1.535 -3.346 0.26
C 0.770 2.128 -0.517 0.80
N 3.202 2.195 -0.343 -0.53
C -3.996 3.700 0.900 -0.12
H -4.524 4.602 1.181 0.24
O -0.290 1.717 -1.104 -0.73
H 4.093 3.186 -3.400 0.25
C -0.484 -5.602 1.307 -0.25
O 0.857 2.854 0.466 -0.65
H -0.604 -6.371 0.557 0.22
C -2.382 2.010 1.352 0.17
C -4.275 3.076 -0.307 -0.23
C -0.847 -1.885 1.506 0.60
N -0.423 -0.842 2.182 -0.38
H -3.731 1.417 -1.584 0.23
H -2.795 3.624 2.690 0.24
C -0.571 -3.262 1.942 -0.25
O -1.546 -1.755 0.399 -0.63
N -0.940 0.253 1.534 -0.16
H -1.037 -4.002 -0.002 0.23
H 5.125 2.925 -0.905 0.23
C -3.038 3.163 1.743 -0.20
```

Values from the calculation:
- lowest unoccupied orbital energy (alpha / beta) (Eh) = -0.1233 / -0.1449
- spin multiplicity = 2
- total charge = +1
- HOMO (alpha / beta) (eV) = -10.7 / -10.7

One molecule with the formula C20H19ClFN5O3 in a non-equilibrium geometry, computed with ωB97M-V/def2-TZVPD.

XYZ file:
```
49
Properties=species:S:1:pos:R:3:nbo_charge:R:1
C 1.284 1.979 1.020 -0.08
C 0.486 -0.011 2.389 -0.02
O 0.698 3.850 3.552 -0.59
C 0.597 3.342 1.195 -0.50
H 3.863 0.181 -2.303 0.26
C 0.065 3.457 2.611 0.80
N 1.742 -1.111 -2.784 -0.24
H -2.133 1.754 5.623 0.22
C -1.845 3.054 3.942 -0.08
C 0.624 -3.608 -3.792 -0.15
C -1.592 1.749 4.681 -0.64
H -0.888 1.236 -0.424 0.21
C -0.729 0.590 0.426 -0.14
O 3.772 0.860 0.154 -0.58
H -2.062 -2.159 1.858 0.22
H -3.153 -4.170 -3.282 0.23
H 0.690 -5.624 -4.488 0.22
H -0.223 -1.723 3.447 0.23
H -0.531 1.638 4.886 0.23
H 3.131 1.770 -2.710 0.24
C -1.527 -2.806 -3.124 0.43
N 1.823 0.175 -2.554 0.02
C -2.095 -4.028 -3.435 -0.28
C -1.402 -1.320 1.701 -0.20
H -2.381 -0.655 -0.089 0.23
N -0.224 -0.122 -2.891 -0.23
C -0.372 -1.082 2.593 -0.23
Cl 1.759 0.248 3.533 0.02
N 1.791 1.863 -0.336 -0.63
C -1.294 -5.041 -3.933 -0.18
C 0.327 0.838 1.298 -0.09
H 1.110 1.990 -1.078 0.42
H 1.681 -3.430 -3.921 0.23
O -1.207 3.059 2.662 -0.51
F -2.321 -1.849 -2.614 -0.31
H -2.908 3.187 3.729 0.19
C 3.013 0.844 -2.141 -0.32
H 1.324 4.136 1.024 0.24
H -0.234 3.429 0.496 0.22
C -0.166 -2.569 -3.302 -0.17
C -1.584 -0.479 0.616 -0.23
C 0.437 -1.289 -2.994 0.25
N 0.654 0.775 -2.618 -0.08
H -1.733 -5.995 -4.182 0.22
H -1.925 0.906 4.080 0.21
H 2.149 1.912 1.688 0.26
H -1.470 3.901 4.525 0.20
C 0.066 -4.832 -4.106 -0.23
C 2.912 1.180 -0.628 0.68
```

Values from the calculation:
- lowest unoccupied orbital energy (Eh) = 0.0148
- spin multiplicity = 1
- SMILES string = CCOC(=O)C[C@H](NC(=O)Cn1nnc(-c2ccccc2F)n1)c1ccccc1Cl
- HOMO (eV) = -9.2

C20H19ErF10N6O4S4 as an isolated structure in a non-equilibrium geometry, computed with ωB97M-V/def2-TZVPD.

XYZ file:
```
64
Properties=species:S:1:pos:R:3:nbo_charge:R:1
C -0.708 0.252 -3.659 -0.42
H -1.258 -2.215 -3.175 0.22
H -2.135 2.856 5.035 0.25
S 2.375 -2.443 -1.961 2.27
H -2.519 -1.979 -1.964 0.22
F -1.878 -4.890 -1.689 -0.30
H 0.067 -0.454 -3.951 0.22
C 2.517 -2.839 -3.751 0.74
H 1.405 4.475 -2.775 0.23
N 1.749 -3.719 -1.308 -1.21
O 0.297 -4.714 0.452 -0.86
H 3.867 4.268 -2.361 0.23
C -3.208 1.395 2.149 0.28
S 2.814 -3.356 2.913 0.33
H 4.232 0.401 0.432 0.21
C 2.720 1.555 -0.715 0.18
F -4.434 2.232 3.948 -0.31
C -2.952 0.478 -0.663 -0.23
C -2.459 0.706 -2.073 -0.22
Er 0.173 -0.469 -0.321 1.75
S 0.296 -1.821 2.159 -0.26
N 2.882 -1.367 1.394 -0.41
N 1.408 1.640 -0.989 -0.50
H -3.704 1.242 -0.466 0.21
F 3.338 -1.952 -4.305 -0.30
N -1.407 -0.248 -2.468 -0.48
C 3.633 2.477 -1.203 -0.22
C -2.093 2.382 4.066 -0.39
C -3.233 2.011 3.389 0.35
C -0.868 1.485 2.214 0.26
H -2.762 -1.386 -3.623 0.18
F 1.339 -2.759 -4.364 -0.31
H 0.681 -3.608 3.989 0.25
F 3.009 -4.059 -3.898 -0.29
H -0.099 2.739 -1.840 0.21
H -3.292 0.657 -2.789 0.19
C 1.814 3.653 -2.205 -0.26
C -0.893 2.095 3.441 0.37
H 1.140 -5.075 3.099 0.23
C 1.504 -4.272 3.735 -0.76
S 0.305 -3.893 -0.704 2.29
H -2.036 1.711 -2.124 0.19
F 0.271 2.419 4.024 -0.31
C -2.025 -1.533 -2.824 -0.42
H 4.683 2.362 -0.969 0.23
H -1.405 0.377 -4.497 0.19
C -2.004 1.119 1.485 0.10
F 0.334 1.233 1.628 -0.30
O -0.451 -2.630 -0.695 -0.98
F -0.387 -4.435 -3.189 -0.31
C 0.972 2.680 -1.694 0.08
O 1.437 -1.296 -1.980 -0.99
O 3.709 -2.197 -1.543 -0.87
C -0.576 -4.905 -1.958 0.73
C 1.985 -2.077 2.049 -0.07
N -1.812 0.573 0.239 -0.81
H -0.242 1.212 -3.453 0.20
H -3.463 -0.489 -0.581 0.18
F -0.123 -6.148 -1.897 -0.29
C 3.174 3.535 -1.968 -0.13
F -4.393 1.009 1.625 -0.32
N 2.356 -0.397 0.597 -0.31
C 3.184 0.466 0.155 0.06
H 1.939 -4.677 4.647 0.23
```

Values from the calculation:
- lowest unoccupied orbital energy (alpha / beta) (Eh) = -0.0373 / -0.0372
- spin multiplicity = 4
- HOMO (alpha / beta) (eV) = -7.7 / -7.7

C20H19F3N6O5RuS2 as an isolated structure in a non-equilibrium geometry, computed with ωB97M-V/def2-TZVPD.

XYZ file:
```
56
Properties=species:S:1:pos:R:3:nbo_charge:R:1
N -11.461 6.495 9.772 -0.53
O -8.213 6.596 9.090 -0.97
S -8.167 5.105 9.012 2.32
H -10.752 2.580 7.937 0.18
H -12.296 11.644 11.252 0.23
C -10.522 9.793 11.942 0.35
N -12.225 4.906 8.035 -0.39
H -10.446 4.256 6.284 0.19
C -12.354 12.802 13.105 -0.20
N -11.558 6.373 14.703 -0.67
C -6.589 4.592 9.877 0.74
O -7.050 8.139 11.869 -0.36
C -11.452 4.109 5.930 -0.09
C -12.333 5.148 6.604 -0.23
C -7.937 7.542 11.556 0.67
H -12.148 1.569 7.784 0.22
H -9.658 10.265 14.466 0.24
H -12.243 13.722 15.011 0.24
H -9.201 12.585 8.255 0.27
F -6.589 3.276 9.851 -0.28
H -12.012 6.179 6.482 0.21
C -11.866 11.833 12.260 -0.15
O -9.217 4.604 9.886 -0.96
H -13.597 3.391 8.401 0.22
N -11.029 8.166 13.393 -0.18
Ru -9.748 6.974 10.665 0.95
F -6.719 5.070 11.132 -0.33
H -11.697 5.397 14.928 0.44
C -11.779 5.771 8.878 0.69
C -11.917 12.876 14.426 -0.11
H -13.380 5.102 6.371 0.23
C -9.935 11.399 10.029 -0.17
H -12.358 3.466 9.550 0.23
C -10.952 10.878 12.770 -0.16
C -10.880 12.035 14.900 -0.20
H -10.073 12.255 10.654 0.26
H -9.439 8.332 7.903 0.23
C -10.126 10.106 10.519 0.12
H -12.012 7.072 15.254 0.43
C -9.550 9.200 8.463 0.09
N -9.873 9.017 9.725 -0.44
C -9.475 11.610 8.732 -0.13
C -10.407 10.995 14.068 -0.13
C -11.788 2.548 7.621 -0.07
H -9.075 10.604 6.933 0.25
O -8.054 4.597 7.704 -0.89
C -9.380 10.476 7.930 -0.18
H -13.140 13.415 12.811 0.24
O -11.937 2.850 6.282 -0.49
N -10.353 8.531 12.329 -0.29
H -11.436 4.165 4.842 0.23
H -10.490 12.252 15.882 0.25
F -5.488 5.097 9.373 -0.28
S -10.187 5.685 12.597 0.10
C -10.941 6.786 13.631 0.25
C -12.589 3.554 8.497 -0.23
```

Values from the calculation:
- lowest unoccupied orbital energy (alpha / beta) (Eh) = -0.2639 / -0.3319
- spin multiplicity = 5
- total charge = +2
- HOMO (alpha / beta) (eV) = -14.7 / -14.8

One molecule with the formula C20H19F4N3O6S in a non-equilibrium geometry, computed with ωB97M-V/def2-TZVPD.

XYZ file:
```
53
Properties=species:S:1:pos:R:3:nbo_charge:R:1
H -1.535 6.743 0.474 0.24
H 2.026 3.961 -0.739 0.16
C 1.189 -0.407 -1.979 -0.11
H 0.159 -5.720 -0.396 0.20
F -2.993 7.326 2.334 -0.34
C -2.322 4.834 1.107 0.30
C -0.209 -1.980 -0.857 -0.26
C -1.371 0.737 1.483 0.77
N 0.948 -3.982 0.488 -0.67
C -1.389 5.677 0.527 -0.30
C 1.315 -4.599 1.750 -0.27
C -0.939 2.918 0.657 0.33
N 1.295 2.042 -1.003 -0.20
C 2.486 0.337 -2.096 0.66
H 2.308 -6.396 -1.426 0.20
C 0.006 3.752 0.027 -0.15
F -3.957 7.075 0.427 -0.35
O -0.370 -2.241 1.733 -0.96
C 0.993 -1.305 -0.941 -0.20
S -0.451 -3.054 0.550 2.31
C 2.307 -5.595 -0.686 -0.07
H 3.240 2.205 -1.670 0.38
H 3.434 -4.453 1.364 0.17
C -1.019 -0.887 -2.814 -0.21
C 1.209 3.242 -0.599 0.05
H -2.852 2.865 1.661 0.25
O -1.626 -3.855 0.362 -0.93
C -2.096 3.463 1.181 -0.26
O -3.528 5.246 1.664 -0.49
H 2.983 -5.781 2.479 0.20
H 3.038 -4.824 -0.974 0.17
O 3.499 -0.102 -2.586 -0.57
N 2.413 1.604 -1.593 -0.43
H -1.798 -0.720 -3.541 0.22
C -3.875 6.538 1.670 0.79
F -1.570 1.181 2.748 -0.35
H 1.327 -3.817 2.508 0.24
H 0.334 0.502 -3.718 0.22
O -0.615 1.577 0.751 -0.48
F -2.618 0.588 0.960 -0.35
H 1.752 -1.485 -0.198 0.24
H -4.859 6.637 2.155 0.14
H 0.673 -4.427 -1.512 0.22
H 0.584 -5.370 2.033 0.19
C 0.920 -4.952 -0.588 -0.27
H -0.888 -0.252 1.528 0.18
C -0.238 5.122 -0.001 -0.14
H 0.488 5.771 -0.465 0.22
H -2.143 -2.331 -1.661 0.25
O 2.684 -6.184 0.534 -0.52
C -1.221 -1.784 -1.776 -0.20
C 2.694 -5.238 1.578 -0.07
C 0.179 -0.200 -2.912 -0.15
```

Values from the calculation:
- lowest unoccupied orbital energy (Eh) = 0.0087
- spin multiplicity = 1
- SMILES string = O=C(N/N=C/c1ccc(OC(F)F)cc1OC(F)F)c1cccc(S(=O)(=O)N2CCOCC2)c1
- HOMO (eV) = -8.7

C20H19FMgN4O3 as an isolated structure, computed with ωB97M-V/def2-TZVPD.

XYZ file:
```
48
Properties=species:S:1:pos:R:3:nbo_charge:R:1
H -2.608 -0.559 -2.910 0.23
C -3.976 -2.911 -0.903 -0.11
H 3.961 -0.301 0.764 0.22
C 2.974 0.856 -2.283 0.72
N -1.818 0.657 1.424 -0.53
N -2.574 -0.521 -0.868 -0.54
O -0.563 1.070 -2.610 -0.75
C 3.963 2.126 -0.408 -0.37
H 4.934 1.998 -0.888 0.22
H 3.195 3.503 -1.908 0.20
H 4.774 -0.427 -0.802 0.22
H 1.597 0.925 -3.812 0.43
C -3.533 -2.344 2.751 -0.17
C 3.337 3.453 -0.826 -0.62
H 2.366 3.602 -0.348 0.21
H -3.763 -2.798 3.707 0.22
C 0.552 1.018 -2.053 0.78
C -3.627 -2.286 -2.072 -0.25
N 0.599 1.044 -0.715 -0.84
H -2.567 -0.893 4.873 0.22
C -1.400 1.244 2.524 0.11
H -0.839 2.161 2.398 0.23
C 1.766 1.020 -0.013 0.71
C -2.803 -1.108 2.741 -0.10
H 3.978 4.287 -0.542 0.22
H -4.524 -3.845 -0.915 0.22
H 2.839 -1.762 -1.698 0.20
H -4.471 -3.865 1.614 0.22
C -2.500 -0.500 1.519 0.23
C 3.097 0.904 -0.768 -0.27
O 3.932 0.766 -3.014 -0.59
H 2.031 -1.636 -0.127 0.21
C -2.911 -1.131 0.288 0.16
H -3.887 -2.705 -3.033 0.23
C -2.356 -0.457 3.905 -0.13
F -2.242 2.975 -0.595 -0.93
H 4.109 2.103 0.673 0.22
C -2.916 -1.081 -2.012 0.09
C -3.923 -2.931 1.600 -0.17
C -3.615 -2.339 0.329 -0.09
C 3.801 -0.388 -0.311 -0.36
H 3.538 -2.538 -0.281 0.22
C -1.654 0.714 3.797 -0.24
N 1.699 0.929 -2.808 -0.66
H -1.289 1.232 4.672 0.23
Mg -1.465 1.346 -0.638 1.79
C 3.004 -1.651 -0.623 -0.62
O 1.777 1.042 1.204 -0.62
```

Values from the calculation:
- lowest unoccupied orbital energy (Eh) = -0.0279
- spin multiplicity = 1
- HOMO (eV) = -9.4

In the order shown, the computed energy relative to the best compared isomer or geometry (same formula, charge and spin) values come out to 0.129; 0.157; 0.280; 0.000; 0.175; 0.000 eV.